No. 1
ORCA calculation (ωB97M-V/def2-TZVPD) on a molecular structure, C66H65N3O2P2Pd at a distorted geometry.

As for the frontier orbital gap: 2.7 eV. The calculation puts the electronic energy at -100115.853 eV. For the HOMO energy, the calculation gives -4.7 eV.

```
139
Properties=species:S:1:pos:R:3:forces:R:3:mulliken_charge:R:1
C 5.50566 -3.49467 0.18145 -0.1 -0.4 0.0 -0.941
C 6.19004 -2.22415 0.59876 -0.6 0.2 -0.3 -0.295
O 5.36117 -1.12508 0.09076 0.5 -1.2 0.5 -0.279
C 5.85667 0.05743 0.50537 0.8 1.8 0.1 0.433
C 5.27741 1.26334 -0.12866 0.2 -2.9 -0.2 -0.079
N 5.85547 2.36178 0.14699 0.5 2.8 1.3 -0.170
C 6.17496 3.57390 0.45498 -0.7 -0.9 -0.6 -0.833
C 7.44917 3.85278 1.10810 0.6 0.4 0.6 0.624
C 8.01397 5.14642 1.19791 -0.2 -0.6 0.0 -0.604
C 9.29878 5.31577 1.71042 0.2 -0.4 0.1 -0.470
C 10.05157 4.20674 2.13347 -0.1 0.1 -0.1 -0.375
C 9.48043 2.92868 2.09834 -0.4 0.5 -0.1 -0.563
C 8.18035 2.77374 1.62959 0.6 0.0 0.1 -0.319
O 6.74459 0.10501 1.36301 -0.9 -0.5 -0.6 -0.815
H 6.15880 -4.33928 0.41087 -0.1 -0.1 0.0 0.445
H 4.57091 -3.64310 0.73263 0.1 0.1 -0.1 0.072
H 5.28290 -3.50904 -0.89053 0.1 0.0 0.1 0.279
H 6.27972 -2.16392 1.69137 0.0 0.1 -0.4 0.305
H 7.19341 -2.14170 0.15382 -0.3 0.1 0.2 0.301
H 4.56540 1.08780 -0.94280 -0.3 0.0 0.1 0.199
H 5.52831 4.42356 0.19078 0.2 0.2 -0.3 0.308
H 7.43638 6.00022 0.84227 0.2 -0.1 0.0 0.330
H 9.73442 6.31449 1.77232 -0.1 -0.2 0.0 0.348
H 11.07493 4.33614 2.48668 -0.2 0.1 -0.1 0.332
H 10.02595 2.04101 2.42449 0.0 0.3 0.0 0.393
H 7.73298 1.78755 1.63738 0.0 0.2 -0.2 0.649
C -6.68334 -0.06507 -3.38465 -0.1 0.2 0.2 -0.893
N -5.41490 -0.09480 -4.08547 0.1 0.2 0.1 0.165
C -5.40738 -0.74516 -5.38001 0.2 -0.1 -0.3 -0.876
C -4.27670 0.42511 -3.53219 0.0 -0.4 -0.1 0.834
C -3.01687 0.27788 -4.18306 0.0 0.0 -0.4 -0.636
C -1.83856 0.57374 -3.53951 -0.1 0.3 0.2 -0.177
C -1.81318 1.11670 -2.21610 -0.4 0.4 -0.2 -0.906
C -0.59132 1.51727 -1.51549 -0.8 -0.3 -0.4 0.988
C 0.70994 1.32238 -1.95689 0.9 -0.2 -0.3 -0.277
C 1.88143 1.99252 -1.50675 -2.0 0.0 0.2 -1.268
C 1.78299 3.11619 -0.65966 0.0 0.8 0.2 -0.286
C 2.88039 3.41697 0.18116 0.3 0.2 0.0 0.475
C 2.79278 4.24458 1.26871 -0.1 -0.1 0.0 -0.317
C 1.54511 4.84715 1.57258 -0.1 -0.3 0.5 1.429
N 1.33784 5.39615 2.79873 0.0 0.1 -0.4 0.070
C 0.01016 5.77831 3.23791 -0.2 0.0 -0.1 -0.929
C 2.35823 5.30745 3.82733 0.3 0.0 0.1 -0.987
C 0.51149 4.79835 0.59040 -0.1 -0.3 -0.2 -0.794
C 0.63400 3.95530 -0.49998 -0.1 -0.1 0.5 -0.584
Pd -2.31449 -0.65471 -0.90266 0.5 0.8 0.3 0.106
P -1.99581 -2.77182 -1.55159 0.2 0.7 -0.1 1.843
C -0.82598 -3.75318 -0.56314 0.1 -0.5 0.1 1.240
C -1.18534 -4.98370 0.00916 0.4 0.2 0.0 -0.896
C -0.26316 -5.69734 0.77484 0.0 0.1 0.0 -0.762
C 1.01811 -5.18889 1.00015 -0.2 0.1 0.0 -0.707
C 1.37289 -3.94749 0.46592 -0.2 0.0 -0.1 -0.755
C 0.46019 -3.23557 -0.31387 -0.2 -0.3 0.1 -0.530
C -3.63566 -3.52249 -1.53129 -0.2 -0.9 -0.3 0.316
C -3.80423 -4.85196 -1.95097 -0.6 0.2 0.2 0.062
C -5.08624 -5.39986 -2.01856 0.1 0.1 0.0 -0.884
C -6.19758 -4.63056 -1.66380 0.1 0.1 0.0 -0.750
C -6.03518 -3.30709 -1.24621 0.2 -0.1 -0.1 -0.911
C -4.75950 -2.74707 -1.19352 0.1 -0.2 -0.1 -0.658
C -1.42913 -2.85865 -3.27185 0.0 -0.6 -0.5 0.813
C -2.35304 -3.06320 -4.31163 0.4 0.1 0.1 -0.566
C -1.95089 -2.92820 -5.63971 0.2 0.0 0.1 -0.729
C -0.63116 -2.58673 -5.94375 -0.2 0.1 -0.1 -0.562
C 0.29590 -2.40139 -4.91634 -0.1 -0.1 0.2 -0.745
C -0.09311 -2.55242 -3.58521 -0.3 0.0 -0.3 -0.422
P -1.87774 -0.53429 1.32497 0.1 0.4 -0.1 2.689
C -3.12745 0.66841 1.86357 -0.4 0.0 0.5 0.763
C -4.39570 0.23952 2.28336 0.1 0.5 -0.1 -0.871
C -5.40043 1.17986 2.51910 0.1 0.1 0.0 -0.619
C -5.13829 2.54433 2.37087 0.0 0.0 -0.1 -0.921
C -3.87242 2.97977 1.96226 0.1 -0.4 0.0 -0.440
C -2.87062 2.04465 1.70231 -0.4 -0.1 0.1 -0.906
C -2.10283 -2.06617 2.28178 0.1 -0.3 0.6 0.924
C -1.14286 -2.49375 3.21757 -0.3 0.1 -0.1 -0.840
C -1.33944 -3.66779 3.94123 -0.1 -0.2 -0.1 -0.762
C -2.47702 -4.44891 3.72395 0.0 0.1 -0.1 -0.767
C -3.40927 -4.06100 2.75737 0.1 0.1 0.1 -1.067
C -3.22184 -2.88119 2.04187 0.1 0.0 0.0 -0.171
C -0.36514 0.20484 2.00587 0.4 -0.1 0.6 0.014
C -0.41260 0.92762 3.21306 0.3 0.1 -0.2 -0.622
C 0.74576 1.49112 3.74594 0.0 -0.1 -0.1 -1.008
C 1.97589 1.26966 3.12385 -0.1 0.0 -0.1 -0.541
C 2.04247 0.48876 1.96814 0.1 0.0 0.0 -0.730
C 0.87961 -0.02655 1.39915 -0.3 0.2 0.2 -0.207
C -3.11025 1.44309 -1.64660 0.6 0.0 -0.2 0.003
C -4.30582 1.09871 -2.29262 0.3 -0.2 0.3 -0.933
H -6.68220 -0.71274 -2.49263 0.0 0.1 -0.2 0.249
H -6.93313 0.95501 -3.06500 -0.1 -0.2 -0.1 0.377
H -7.45868 -0.41748 -4.07362 0.1 0.2 0.3 0.297
H -4.82035 -1.67839 -5.37273 -0.1 0.2 0.0 0.235
H -6.44416 -0.98631 -5.64527 0.4 0.1 -0.1 0.257
H -4.98410 -0.08218 -6.14856 -0.2 -0.2 0.1 0.358
H -3.00009 -0.09467 -5.20759 0.2 0.0 0.4 0.231
H -0.89192 0.43457 -4.05424 -0.2 -0.1 0.0 0.377
H -0.76633 2.01871 -0.56307 0.1 -0.1 -0.2 -0.391
H 0.86931 0.54134 -2.70295 -0.1 0.3 -0.1 0.224
H 2.85677 1.61358 -1.80277 -0.2 0.1 0.2 0.540
H 3.80478 2.90713 -0.02373 0.3 -0.1 0.2 -0.685
H 3.64586 4.37412 1.94095 -0.3 -0.2 -0.5 0.488
H -0.66843 4.90963 3.28869 0.1 0.2 0.0 0.277
H 0.11740 6.20904 4.23785 -0.3 0.0 -0.3 0.307
H -0.42861 6.52761 2.56366 0.1 -0.1 0.3 0.345
H 3.31593 5.68408 3.44901 -0.2 -0.1 0.2 0.412
H 2.04246 5.92730 4.67017 0.2 -0.1 -0.2 0.331
H 2.50248 4.27396 4.18441 0.0 0.2 -0.1 0.291
H -0.38357 5.41117 0.72798 0.3 -0.3 -0.2 0.337
H -0.16962 3.91267 -1.23308 0.2 0.2 0.1 0.825
H -2.18825 -5.38017 -0.13630 0.3 0.1 0.1 0.401
H -0.55707 -6.65661 1.19982 0.1 0.2 -0.1 0.408
H 1.73133 -5.75439 1.60331 -0.2 0.2 -0.2 0.405
H 2.35957 -3.52262 0.65635 -0.3 -0.1 -0.1 0.361
H 0.75372 -2.26778 -0.72418 -0.2 -0.3 0.2 -0.008
H -2.93247 -5.44789 -2.22555 -0.3 0.2 0.0 0.552
H -5.20615 -6.42658 -2.36247 -0.1 0.2 0.1 0.418
H -7.19779 -5.05881 -1.71580 0.2 0.1 0.0 0.413
H -6.89767 -2.70416 -0.95963 0.2 -0.2 -0.1 0.493
H -4.63015 -1.69968 -0.88613 0.0 -0.4 -0.1 0.315
H -3.38447 -3.32772 -4.07672 0.3 0.1 -0.1 0.309
H -2.67932 -3.09311 -6.43389 0.2 0.0 0.1 0.406
H -0.33283 -2.45785 -6.98353 0.0 -0.1 0.2 0.375
H 1.32853 -2.13949 -5.14621 -0.2 -0.1 0.0 0.428
H 0.64083 -2.42616 -2.79111 -0.2 0.0 -0.2 0.402
H -4.59345 -0.82232 2.42689 0.0 0.3 0.0 0.353
H -6.38906 0.84126 2.83348 0.3 0.1 -0.1 0.420
H -5.92042 3.27620 2.56743 0.1 -0.2 0.0 0.380
H -3.65194 4.04277 1.84812 -0.1 -0.3 0.0 0.480
H -1.88408 2.38623 1.37607 -0.3 -0.1 0.1 0.523
H -0.24322 -1.90300 3.39252 -0.3 -0.1 0.0 0.415
H -0.59860 -3.97332 4.68232 -0.2 0.1 -0.2 0.424
H -2.63191 -5.36511 4.29510 0.1 0.2 -0.2 0.378
H -4.28948 -4.67476 2.55900 0.2 0.1 0.1 0.433
H -3.95116 -2.59894 1.27959 0.3 -0.1 0.2 0.161
H -1.35922 1.06555 3.73552 0.2 0.0 -0.2 0.643
H 0.69005 2.08594 4.65933 0.0 -0.2 -0.2 0.424
H 2.88561 1.70667 3.54047 -0.2 -0.2 -0.1 0.476
H 3.00589 0.27469 1.50295 -0.2 0.2 0.1 0.673
H 0.93324 -0.60474 0.47708 0.0 0.2 0.2 -0.060
H -3.14830 2.10811 -0.78569 0.0 -0.3 0.0 0.397
H -5.27263 1.35485 -1.85535 0.5 0.0 0.1 0.321
```
Forces are in eV/Å.

No. 2
ORCA calculation (ωB97M-V/def2-TZVPD) on a molecular structure, C66H66BaCl2Ge2IN3O3S4 at a distorted geometry.

For the energy relative to the best compared isomer or geometry (same formula, charge and spin), the calculation gives 13.4 kJ/mol. As for the frontier orbital gap: 4.8 eV. Its net charge is -2. The calculation puts the electronic energy at -270351.613 eV. For the HOMO energy, the calculation gives -1.3 eV.

```
148
Properties=species:S:1:pos:R:3:forces:R:3:mulliken_charge:R:1
Ba 0.60578 2.31199 1.65084 0.0 -1.9 0.0 1.506
C -1.86217 2.08764 6.94623 0.0 0.0 0.0 -0.658
O -2.66751 1.80447 5.80411 0.0 0.0 0.0 -0.432
C -1.99346 1.89792 4.62618 0.0 -0.1 0.1 0.576
O -0.82226 2.18450 4.55687 0.1 0.1 -0.2 -0.420
N -2.83892 1.63721 3.60078 0.0 0.1 0.0 -0.126
N -2.31486 1.54748 2.32017 0.0 0.1 -0.4 0.236
H -2.53723 2.05427 7.79772 0.0 0.0 0.0 0.211
H -1.40174 3.07082 6.86219 0.0 0.0 0.0 0.290
H -1.07565 1.34174 7.05696 0.0 0.0 0.0 0.275
H -3.73330 1.22884 3.82380 0.0 -0.1 0.0 0.165
H -2.86888 2.06687 1.65188 -0.1 0.0 0.0 0.184
H -2.17284 0.58006 2.02899 0.0 0.0 0.0 -0.233
Cl 2.01978 8.42137 6.06873 0.0 0.0 0.0 -0.324
C 1.49342 7.26348 4.86079 0.0 0.0 0.0 0.661
C 0.58729 7.64966 3.91861 0.0 0.0 0.0 -0.511
C 0.15199 6.74654 2.93805 0.0 0.0 0.0 -0.098
I -1.23680 7.37378 1.51536 0.0 0.0 0.0 -0.019
C 0.60769 5.42889 2.85703 -0.1 0.1 0.0 0.502
O 0.24437 4.58516 1.97288 -0.2 1.7 0.3 -0.703
C 1.55734 5.03634 3.89094 0.0 0.0 0.1 -0.914
N 1.97513 3.74528 3.85247 -0.1 0.1 0.0 0.765
C 2.82816 3.32902 4.75173 0.0 0.0 0.0 -0.664
C 3.35440 4.16266 5.75626 0.0 0.0 0.0 -0.933
C 2.94289 5.46124 5.81873 0.0 0.0 0.0 -0.797
C 2.00565 5.94184 4.87752 0.0 0.0 0.0 0.231
H 0.20418 8.66110 3.92631 0.0 0.0 0.0 0.392
H 3.14465 2.29596 4.67825 0.0 0.0 0.0 0.647
H 4.08505 3.77043 6.45094 0.0 0.0 0.0 0.418
H 3.32817 6.13346 6.57371 0.0 0.0 0.0 0.385
C -6.09889 -0.68445 2.65050 0.0 0.0 0.0 -1.655
C -5.04691 -1.68677 2.25275 0.0 0.0 0.0 0.528
C -4.05535 -2.07783 3.14126 0.0 0.0 0.0 -0.736
C -3.04623 -2.96074 2.76962 0.0 0.0 0.0 1.006
C -2.02113 -3.38409 3.78515 0.0 0.0 0.0 -1.696
C -3.01367 -3.43286 1.45288 0.0 0.0 -0.1 0.816
C -4.07036 -3.14437 0.58076 0.0 0.0 0.0 0.395
C -4.15962 -3.76557 -0.78816 0.0 0.0 0.0 -1.365
C -5.06078 -2.25944 0.98869 0.0 0.0 0.0 -0.567
C -1.86414 -4.27372 0.99228 -0.1 0.0 0.0 -0.184
C -1.98194 -5.65216 1.14975 0.0 0.0 0.0 0.348
C -0.95378 -6.50107 0.77679 0.0 0.0 0.0 -1.093
C 0.20715 -5.95512 0.26144 0.0 0.0 0.0 -0.106
C 0.34723 -4.57608 0.09818 0.1 0.0 0.0 -0.589
C -0.69987 -3.70709 0.43709 -0.1 0.0 0.0 -1.133
Ge -0.52941 -1.71191 0.27587 0.0 0.0 -0.1 -0.382
S -0.18752 -0.88876 2.21624 0.0 0.2 0.1 -0.646
S 0.97466 -1.03618 -1.26656 0.0 0.0 0.0 0.643
Ge -0.64266 0.40303 -1.93068 0.0 -0.1 0.0 0.159
S -0.61579 2.42362 -1.23345 0.0 0.0 0.2 -1.251
S -2.25815 -0.79749 -0.87449 -0.1 -0.1 0.0 0.600
C -0.81062 0.45519 -3.92452 0.1 0.0 0.0 -1.531
C 0.32588 0.70881 -4.71533 0.0 0.0 0.0 -0.547
C 0.20531 0.89028 -6.09126 0.0 0.0 0.0 -0.004
C -1.03102 0.83320 -6.71196 0.0 0.0 0.1 -0.842
C -2.15601 0.60350 -5.93989 0.0 0.0 -0.1 0.132
C -2.05685 0.42360 -4.55963 -0.1 0.0 0.0 -0.424
C -3.35517 0.24065 -3.84031 0.0 0.0 -0.1 0.773
C -4.02681 1.35555 -3.33857 0.0 0.1 0.0 1.531
C -3.41708 2.72808 -3.43008 0.0 0.0 0.0 -1.681
C -5.27878 1.17909 -2.75268 0.0 0.0 0.0 -1.212
C -5.88685 -0.06500 -2.69218 0.0 0.0 0.0 0.751
C -7.25201 -0.23598 -2.07894 0.0 0.0 0.0 -1.555
C -5.20910 -1.15769 -3.22195 0.0 0.0 0.0 -0.649
C -3.94551 -1.02676 -3.77994 0.0 0.0 0.0 0.801
C -3.20009 -2.23567 -4.27606 0.0 0.0 0.0 -1.615
C 1.70141 0.79043 -4.13136 0.0 0.0 0.0 0.987
C 2.21952 2.00594 -3.67503 0.0 0.0 0.0 0.941
C 1.48360 3.30887 -3.83623 0.0 0.0 0.0 -1.789
C 3.46618 2.01128 -3.05434 0.0 0.0 0.0 -0.772
C 4.21778 0.85665 -2.90432 0.0 0.0 0.0 0.804
C 5.50097 0.86595 -2.12125 0.0 0.0 0.0 -1.646
C 3.73013 -0.31838 -3.46493 0.0 0.0 0.0 -0.030
C 2.48863 -0.36747 -4.08117 0.0 0.0 0.0 0.693
C 1.98596 -1.66694 -4.64745 0.0 0.0 0.0 -1.445
C 1.68266 -4.12307 -0.39908 0.0 -0.1 0.0 0.853
C 2.01764 -4.31612 -1.74072 0.0 0.0 0.0 1.113
C 1.00522 -4.85116 -2.72045 0.0 0.0 0.0 -2.014
C 3.30087 -4.00231 -2.17268 -0.1 0.1 0.0 -0.423
C 4.25092 -3.48100 -1.30618 0.0 0.0 0.0 0.652
C 5.63682 -3.13250 -1.78056 0.0 0.0 0.0 -1.707
C 3.89634 -3.29389 0.02279 0.0 0.0 0.0 -1.013
C 2.63274 -3.62371 0.49842 0.0 0.0 0.1 1.381
C 2.31884 -3.44021 1.95879 0.1 0.0 0.0 -1.728
H -5.88251 -0.25541 3.63069 0.0 0.0 0.0 0.336
H -7.08965 -1.14247 2.70240 0.0 0.0 0.0 0.384
H -6.15386 0.12971 1.92447 0.0 0.0 0.0 0.320
H -4.05497 -1.68055 4.15240 0.0 0.0 0.0 0.389
H -2.43696 -3.31405 4.79184 0.0 0.0 0.0 0.546
H -1.14520 -2.73346 3.71836 0.0 0.0 0.0 0.122
H -1.68782 -4.40792 3.61557 0.0 0.0 0.0 0.295
H -3.53837 -4.65585 -0.87173 0.0 0.0 0.0 0.252
H -3.82790 -3.05652 -1.54600 0.0 0.1 -0.1 -0.137
H -5.19394 -4.04210 -1.00569 0.0 0.0 0.0 0.601
H -5.84858 -1.99629 0.28854 0.0 0.0 0.0 0.329
H -2.89701 -6.04941 1.57606 0.0 0.0 0.0 0.441
H -1.05086 -7.57339 0.90046 0.0 0.0 0.0 0.342
H 1.03943 -6.59447 -0.01254 0.0 0.0 0.0 0.510
H 1.10350 1.08332 -6.66778 0.0 0.0 0.0 0.442
H -1.11797 0.97633 -7.78283 0.0 0.0 0.0 0.369
H -3.13943 0.56940 -6.39719 0.0 0.0 0.0 0.472
H -3.16173 2.97283 -4.46324 0.0 0.0 0.0 0.278
H -2.49533 2.78753 -2.84258 -0.1 0.0 0.0 0.084
H -4.11082 3.48158 -3.05541 0.0 0.0 0.0 0.417
H -5.78907 2.04366 -2.33928 0.0 0.0 0.0 0.245
H -7.56020 0.66667 -1.55062 0.0 0.0 0.0 0.324
H -7.26315 -1.06420 -1.36753 0.0 0.0 0.0 0.323
H -8.00457 -0.45197 -2.84184 0.0 0.0 0.0 0.355
H -5.66716 -2.14118 -3.17924 0.0 0.0 0.0 0.258
H -3.82069 -3.13020 -4.20752 0.0 0.0 0.0 0.448
H -2.30490 -2.39136 -3.66706 0.0 0.0 0.0 0.029
H -2.87261 -2.11206 -5.31031 0.0 0.0 0.0 0.498
H 0.72062 3.25213 -4.61240 0.0 0.0 0.0 0.206
H 2.18644 4.10395 -4.09513 0.0 0.0 0.0 0.549
H 0.97737 3.57334 -2.90752 0.0 0.0 0.0 0.061
H 3.84825 2.94812 -2.65995 0.0 0.0 0.0 0.286
H 5.92164 1.87006 -2.05781 0.0 0.0 0.0 0.431
H 6.24581 0.20332 -2.56776 0.0 0.0 0.0 0.466
H 5.31010 0.53272 -1.09690 0.0 0.0 0.0 0.111
H 4.31440 -1.23016 -3.39000 0.0 0.0 0.0 0.226
H 2.82090 -2.32943 -4.88040 0.0 0.0 0.0 0.559
H 1.39622 -1.51629 -5.55197 0.0 0.0 0.0 0.435
H 1.34871 -2.16408 -3.91353 -0.1 0.0 0.0 -0.129
H 0.00536 -4.47623 -2.49738 0.0 0.0 0.0 0.194
H 0.95912 -5.94377 -2.68924 0.0 0.0 0.0 0.410
H 1.26340 -4.55622 -3.73718 0.0 0.0 0.0 0.468
H 3.55400 -4.14412 -3.21864 0.0 0.0 0.0 0.303
H 5.71581 -3.21691 -2.86542 0.0 0.0 0.0 0.351
H 6.38265 -3.79687 -1.33684 0.0 0.0 0.0 0.464
H 5.89888 -2.11088 -1.49953 0.0 0.0 0.0 0.266
H 4.62306 -2.87869 0.71446 0.0 0.0 0.0 0.389
H 3.23872 -3.43487 2.54528 0.0 0.0 0.0 0.559
H 1.66933 -4.23393 2.33187 0.0 0.0 0.0 0.299
H 1.79577 -2.49579 2.13627 0.0 -0.1 0.0 -0.132
Cl 7.62436 4.05557 4.03357 0.0 0.0 0.0 -0.326
C 6.35178 3.27441 3.09854 0.0 0.0 0.0 0.276
C 5.83170 2.05559 3.51095 0.0 0.0 0.0 -0.540
C 4.82832 1.44754 2.78464 0.0 0.0 0.0 -0.664
C 4.28155 2.01569 1.59309 0.0 -0.1 -0.1 1.639
C 3.21950 1.41817 0.88334 0.6 -0.2 -0.1 -2.767
C 4.87907 3.25381 1.20133 0.0 0.0 0.1 -0.614
C 5.87237 3.86657 1.93547 0.0 0.0 0.0 -0.625
H 6.21814 1.58576 4.40894 0.0 0.0 0.0 0.356
H 4.43321 0.49489 3.12519 0.0 0.0 0.0 0.397
H 3.03580 0.36140 1.08174 -0.1 0.0 0.0 0.627
H 3.12776 1.67337 -0.17317 -0.1 0.1 0.0 0.965
H 4.51208 3.73942 0.30256 0.0 0.0 0.0 0.367
H 6.28540 4.81411 1.60930 0.0 0.0 0.0 0.371
```
Forces are in eV/Å.